Record 1
{
  "formula": "C33H67AsN4O3Si3Sn",
  "method": "wB97M-V/def2-TZVPD",
  "species": ["Sn", "As", "Si", "Si", "Si", "O", "O", "O", "N", "N", "N", "N", "C", "C", "C", "C", "C", "C", "C", "C", "C", "C", "C", "C", "C", "C", "C", "C", "C", "C", "C", "C", "C", "C", "C", "C", "C", "C", "C", "C", "C", "C", "C", "C", "C", "H", "H", "H", "H", "H", "H", "H", "H", "H", "H", "H", "H", "H", "H", "H", "H", "H", "H", "H", "H", "H", "H", "H", "H", "H", "H", "H", "H", "H", "H", "H", "H", "H", "H", "H", "H", "H", "H", "H", "H", "H", "H", "H", "H", "H", "H", "H", "H", "H", "H", "H", "H", "H", "H", "H", "H", "H", "H", "H", "H", "H", "H", "H", "H", "H", "H", "H"],
  "xyz": [[0.4440, -0.5594, 0.3188], [-1.9217, 2.4022, -2.1462], [-2.1069, 4.6056, -1.4675], [-4.0736, 1.6087, -2.1351], [0.7192, -0.4982, 3.2856], [0.1640, 0.5223, -7.4595], [1.6897, -5.5982, -5.4280], [2.7289, -1.0003, 0.0416], [-1.3621, 1.9449, 1.1822], [0.6389, -2.7904, -1.4620], [-0.0066, 1.8790, 0.6903], [0.8965, -0.1681, -2.5154], [2.7275, 0.5746, 5.2147], [-2.0634, 0.1072, 3.7903], [-2.7636, 5.7797, -2.8076], [1.3384, -4.8736, -3.1827], [0.5361, -1.2077, -3.2953], [0.7623, -2.5722, -2.7785], [-0.0015, -1.0146, -4.5632], [4.2558, -2.6202, -0.7510], [-0.6306, 0.0563, 5.8484], [0.8094, 1.0506, -3.0300], [4.0555, -0.2914, -1.7953], [-0.7661, -2.8944, 3.8427], [1.3315, -2.7371, 5.1792], [-4.8103, 1.3605, -0.3963], [0.6873, -2.4014, 3.8298], [2.6545, 1.5657, 2.9269], [1.7070, -6.0174, -4.0814], [-0.6552, 0.4380, 4.3610], [3.5909, -0.6881, 3.2679], [1.2043, -5.0910, -1.8125], [-0.7947, 0.5158, -6.4048], [2.4857, 0.2676, 3.7327], [1.4075, -3.2133, 2.7435], [-0.4614, 1.9627, 4.3014], [-3.9420, -0.1340, -2.8870], [-3.1098, 4.9684, 0.1048], [3.6014, -1.2753, -0.7676], [-0.1646, 0.2699, -5.0603], [0.2788, 1.3284, -4.2822], [-5.3201, 2.6090, -3.1552], [0.8558, -4.0264, -1.0097], [-0.3121, 5.1640, -1.0895], [1.1191, -3.5981, -3.6610], [-4.9297, 2.7791, -4.1608], [-2.6588, 1.0168, 3.6738], [-4.1825, 4.8925, -0.0941], [2.3966, -2.5000, 5.1865], [0.9933, -6.8307, -3.9059], [0.2077, 2.3488, -4.6291], [-3.6198, -0.0804, -3.9306], [-4.8823, -0.6903, -2.8506], [-1.3869, 0.6367, 6.3887], [1.3756, -6.0716, -1.3860], [4.5675, -0.1933, 3.3441], [-1.3624, -2.3990, 4.6067], [-3.7927, 5.5191, -3.0665], [-4.6962, 2.2647, 0.2074], [-2.0293, -0.3936, 2.8180], [-1.3503, 1.4585, -6.3775], [0.9934, -2.9713, 1.7607], [-2.7508, 6.8247, -2.4856], [-1.2464, -2.7274, 2.8734], [5.1605, -2.5477, -0.1408], [-5.8749, 1.1115, -0.4245], [2.7013, -6.3809, -3.7924], [0.8361, 1.1819, -7.2609], [-5.4816, 3.5872, -2.6949], [0.5687, 2.3856, 1.3555], [-1.2658, 2.4525, 4.8604], [-2.6172, -0.5504, 4.4622], [3.6300, -1.5888, 3.8816], [-2.8610, 4.2559, 0.8934], [3.7749, 0.8622, 5.3650], [-1.9625, 1.8770, 0.3450], [1.8623, 2.2857, 3.1379], [-0.0832, 5.0772, -0.0236], [2.1094, 1.4042, 5.5601], [3.4401, -0.9793, 2.2299], [3.9483, 0.7266, -1.4242], [-4.2913, 0.5476, 0.1197], [3.3953, -0.3961, -2.6612], [-2.9129, 5.9750, 0.4843], [-0.7931, -3.9703, 4.0514], [-0.1376, 6.2031, -1.3785], [-1.4884, -0.2871, -6.6508], [1.2722, -4.2885, 2.9153], [5.0811, -0.4809, -2.1062], [-0.4934, 2.3472, 3.2821], [0.4808, 2.2651, 4.7608], [-0.8564, -0.9978, 6.0044], [0.8601, -2.1986, 6.0006], [2.4783, -3.0112, 2.7149], [-0.0195, 2.4156, -0.1804], [4.5416, -2.9221, -1.7579], [2.6530, 1.3473, 1.8539], [3.5971, -3.3630, -0.3050], [2.5251, -0.2923, 5.8456], [0.4040, 4.5469, -1.6419], [-3.1886, -0.7090, -2.3403], [1.2488, -3.3850, -4.7123], [0.3398, 0.2696, 6.2995], [-2.1642, 5.6947, -3.7166], [1.8988, -6.3477, -5.9909], [-1.5186, 1.1145, 1.7499], [3.6100, 2.0440, 3.1730], [-6.2911, 2.1152, -3.2451], [1.2297, -3.8102, 5.3814], [0.7372, -4.1674, 0.0588], [1.1795, 1.8534, -2.4032], [-0.3323, -1.8658, -5.1448]],
  "homo_lumo_gap_ev": 5.42,
  "lumo_ev": -0.326,
  "total_charge": 0,
  "relative_energy_kcal_mol": 20.65
}


Record 2
{
  "formula": "C33H67BN3O5",
  "method": "wB97M-V/def2-TZVPD",
  "species": ["O", "O", "O", "O", "O", "N", "N", "N", "C", "C", "C", "C", "C", "C", "C", "C", "C", "C", "C", "C", "C", "C", "C", "C", "C", "C", "C", "C", "C", "C", "C", "C", "C", "C", "C", "C", "C", "C", "C", "C", "C", "B", "H", "H", "H", "H", "H", "H", "H", "H", "H", "H", "H", "H", "H", "H", "H", "H", "H", "H", "H", "H", "H", "H", "H", "H", "H", "H", "H", "H", "H", "H", "H", "H", "H", "H", "H", "H", "H", "H", "H", "H", "H", "H", "H", "H", "H", "H", "H", "H", "H", "H", "H", "H", "H", "H", "H", "H", "H", "H", "H", "H", "H", "H", "H", "H", "H", "H", "H"],
  "xyz": [[6.1088, -4.2854, -2.4477], [-5.3515, -4.9094, -1.9992], [-3.0722, -1.2948, 2.0120], [-2.6740, 4.4268, -0.0209], [0.6731, -1.3134, -1.8189], [0.2696, -1.1497, -0.6129], [6.0274, -4.1659, -1.1768], [-2.4462, 5.2593, 0.9238], [-0.1142, 4.7073, 0.4101], [-0.4500, 0.1521, -0.4293], [-2.6813, -1.2346, -0.5624], [6.1466, -1.7554, -0.6835], [-1.8442, -0.0164, -1.0376], [8.0135, -5.5996, -1.2425], [-4.7019, -2.6338, -1.4115], [-0.0610, -2.4181, 1.5187], [-3.7237, -1.4760, -1.6809], [4.5443, -3.2078, 0.6236], [-0.3125, -2.3887, -0.0081], [-4.4406, -3.8641, -2.2728], [-3.6352, 6.6228, 2.6771], [-3.4743, 7.4027, 0.2754], [-2.0889, 8.0424, 0.2954], [8.1718, -3.2268, -0.4413], [-4.8870, 5.4290, 0.9219], [-1.0429, 5.8006, 0.9262], [5.2192, -2.9772, -0.7349], [7.3078, -4.4954, -0.4621], [0.3337, 1.2109, -1.2108], [4.1077, -2.7579, -1.7533], [7.0619, -5.0289, 0.9495], [-5.0316, -5.6856, -0.8617], [7.4318, -2.0074, 0.1008], [-3.5962, 6.1896, 1.2077], [0.4556, -3.5775, -0.5986], [-0.5344, 0.6152, 1.0257], [-1.0078, 7.0120, -0.0155], [-4.7906, 0.0560, 0.7643], [-4.5044, 1.5546, 0.5359], [-1.7996, -2.5052, -0.4376], [-0.5663, 6.1688, 2.3315], [-3.4966, -0.8518, 0.7654], [4.4901, -2.4991, -2.7366], [8.9075, -5.8956, -0.6904], [-3.6109, 1.8959, 1.0626], [-3.4288, 5.7796, 3.3372], [-4.9379, -6.7344, -1.1516], [-1.1153, 6.9823, 2.7907], [-5.2940, -0.0717, 1.7258], [3.7275, -2.4915, 0.7242], [-4.2819, -0.5514, -1.8425], [7.2149, -2.1359, 1.1651], [-5.8204, -5.5997, -0.1104], [0.1644, -3.7808, -1.6276], [-5.3474, 2.1755, 0.8403], [0.4646, 0.7707, 1.4407], [3.4926, -3.6526, -1.8551], [-2.2682, -3.2159, 0.2552], [8.4987, -3.0211, -1.4650], [-1.1399, 6.6516, -1.0402], [8.0773, -1.1301, 0.0261], [-3.1781, -1.6682, -2.6134], [-4.6861, -2.9282, -0.3542], [5.2035, -3.0556, 1.4737], [-0.3315, 4.4477, -0.6223], [-0.0142, 7.4643, 0.0414], [-3.7019, 7.0761, -0.7438], [-4.6375, 6.9894, 2.8997], [5.5873, -0.9204, -0.2530], [-1.8967, 8.5167, 1.2619], [-4.5737, -3.6104, -3.3265], [-1.0792, -0.0658, 1.6747], [-4.9235, 4.5155, 1.5165], [6.4026, -1.4759, -1.7099], [7.3658, -6.4701, -1.3487], [-0.2050, 3.8069, 1.0192], [0.3470, -1.4854, 1.8968], [-1.7916, -2.9945, -1.4135], [-4.3292, 1.7632, -0.5215], [6.6112, -4.3120, 1.6257], [-3.4122, -4.2238, -2.1447], [8.0237, -5.3160, 1.3773], [0.9145, 5.0662, 0.4755], [-4.0873, -5.3673, -0.4080], [-5.7358, 6.0582, 1.1938], [-5.4863, -0.2890, -0.0061], [3.4674, -1.9423, -1.4116], [4.1232, -4.2125, 0.6830], [1.5183, -3.3398, -0.6132], [0.4770, 6.4805, 2.2654], [-1.0600, 1.5725, 1.0364], [0.0567, 2.2006, -0.8443], [6.4270, -5.9155, 0.9151], [8.3045, -5.2689, -2.2352], [-4.9760, 5.1558, -0.1258], [-0.6208, 5.3014, 2.9911], [0.6705, -3.1921, 1.7512], [-5.7297, -2.3228, -1.6147], [-2.9464, 7.4282, 2.9144], [1.4046, 1.0782, -1.0534], [-2.0512, 8.8413, -0.4476], [-2.9616, -2.2432, 2.0890], [0.1328, 1.1652, -2.2785], [9.0693, -3.4298, 0.1492], [-4.2400, 8.1297, 0.5591], [-0.9630, -2.6437, 2.0829], [0.2746, -4.4738, -0.0040], [-2.3907, 0.9156, -0.8707], [-1.7086, -0.1055, -2.1211]],
  "multiplicity": 4,
  "homo_lumo_gap_ev": [8.32, 9.53],
  "lumo_ev": [0.482, 0.436],
  "total_charge": 0
}


Number 1: strongest force on any atom 1.71 eV/Å. Number 2: strongest force on any atom 0.88 eV/Å.